1.
Computed, not measured: a cluster of 2 separate species, C5H12O in total, with ωB97M-V with the def2-TZVPD basis set.

```
18
C5H12O | OMol25 | ωB97M-V with the def2-TZVPD basis set
C 0.166 0.028 -2.034
C 0.069 0.464 -0.622
C 1.010 -0.057 0.289
C 1.240 0.386 1.662
C -1.050 1.315 -0.198
H -0.712 -0.556 -2.306
H 1.064 -0.563 -2.203
H 0.191 0.871 -2.721
H 1.514 -0.970 -0.018
H 0.297 0.410 2.222
H 1.940 -0.274 2.167
H 1.614 1.412 1.688
H -1.988 0.753 -0.278
H -1.140 2.203 -0.829
H -0.959 1.591 0.841
H -1.792 -2.258 1.077
H -0.641 -2.497 0.173
O -0.821 -2.259 1.088
```

Values from the calculation:
- multiplicity = 2
- ΔE to the lowest compared entry with this formula, charge and spin (eV) = 0.000
- charge = +1
- gap between HOMO and LUMO (alpha / beta) (eV) = 10.6 / 8.0
- E_HOMO (alpha / beta) (eV) = -15.003 / -15.685


2.
Computed, not measured: a structure of composition C25H25BrN3O3PtS, with ωB97M-V with the def2-TZVPD basis set.

```
59
C25H25BrN3O3PtS | OMol25 | ωB97M-V with the def2-TZVPD basis set
Pt 0.174 -0.739 -0.396
O -2.839 3.774 -0.096
S -2.193 2.740 -0.891
O -1.870 3.151 -2.246
N -1.015 2.003 -0.135
C 0.077 2.699 0.246
C 0.315 4.055 0.001
C 1.453 4.712 0.477
C 2.408 4.069 1.219
C 2.240 2.692 1.486
C 3.175 1.973 2.261
C 2.980 0.647 2.516
C 1.862 0.022 1.948
N 0.977 0.651 1.204
C 1.110 1.992 0.986
C -3.398 1.435 -1.059
C -3.224 0.174 -0.524
C -4.217 -0.785 -0.685
C -5.380 -0.479 -1.374
C -5.548 0.793 -1.912
C -4.558 1.749 -1.758
H -0.415 4.621 -0.559
H 1.563 5.767 0.253
H 3.281 4.583 1.602
H 4.042 2.499 2.647
H 3.672 0.069 3.114
H 1.707 -1.043 2.082
H -2.307 -0.054 -0.004
H -4.068 -1.776 -0.272
H -6.153 -1.228 -1.501
H -6.452 1.037 -2.457
H -4.672 2.741 -2.176
O -0.391 -3.998 4.929
C -0.572 -3.253 3.809
C -0.428 -3.774 2.528
C -0.612 -2.927 1.454
N -0.919 -1.624 1.581
C -1.112 -1.174 2.812
Br -1.723 0.600 3.009
C -0.937 -1.927 3.961
H -0.132 -4.889 4.675
H -0.174 -4.814 2.367
H -0.496 -3.263 0.433
H -1.089 -1.499 4.940
C 2.471 -2.814 -1.998
C 2.162 -1.427 -2.568
C 2.227 -1.476 -4.096
C 3.205 -0.429 -2.044
C 0.798 -0.928 -2.098
H 3.488 -3.126 -2.261
H 1.770 -3.556 -2.389
H 2.365 -2.793 -0.913
H 3.207 -1.820 -4.442
H 2.042 -0.487 -4.522
H 1.470 -2.158 -4.494
H 4.205 -0.700 -2.401
H 3.203 -0.423 -0.953
H 2.979 0.585 -2.380
H 0.271 -0.449 -2.937
```

Values from the calculation:
- charge = -1
- gap between HOMO and LUMO (eV) = 5.6
- E_HOMO (eV) = -3.647


3.
Computed, not measured: the ion C2H6N5 with charge +1, with ωB97M-V with the def2-TZVPD basis set.

```
13
C2H6N5 | OMol25 | ωB97M-V with the def2-TZVPD basis set
C 1.983 -0.225 -0.273
C -0.804 0.308 0.141
N 1.262 -1.189 -0.068
N -2.123 0.150 -0.397
N -0.045 -1.061 0.291
N 2.848 0.552 -0.119
N -0.089 1.278 0.475
H -2.532 -0.715 -0.669
H -2.732 0.888 -0.443
H -0.614 -1.691 -0.199
H -0.055 -1.540 1.197
H 3.609 1.110 -0.346
H -0.707 2.135 0.410
```

Values from the calculation:
- SMILES = [H]/N=C(\N)[NH2+]N=C=N
- ΔE to the lowest compared entry with this formula, charge and spin (eV) = 3.249
- charge = +1
- gap between HOMO and LUMO (eV) = 10.9
- E_HOMO (eV) = -14.520


4.
Computed, not measured: a structure of composition C7H20Br2Cs3GaILiNaO7S, with ωB97M-V with the def2-TZVPD basis set.

```
44
C7H20Br2Cs3GaILiNaO7S | OMol25 | ωB97M-V with the def2-TZVPD basis set
C 2.596 2.033 -0.287
C 1.457 3.066 -0.857
Br 2.277 4.907 -1.159
C 0.256 3.289 0.236
Br 0.968 3.465 2.096
Ga -1.223 1.844 0.226
S -3.305 2.905 0.111
I -1.052 0.093 -1.711
H 3.296 2.578 0.500
H 2.080 1.147 0.325
H 3.281 1.612 -1.165
H 1.109 2.704 -1.915
H -0.265 4.316 -0.033
H -1.159 1.107 1.667
H -3.346 3.691 -1.081
C 1.194 3.431 -5.089
O 1.293 4.712 -4.495
H 0.921 3.547 -6.141
H 2.157 2.920 -5.019
H 0.423 2.850 -4.577
H 1.536 4.578 -3.563
Cs -0.546 -1.641 0.243
O -1.853 -5.901 1.041
H -1.639 -6.682 1.518
Li 1.254 6.359 -3.096
C 6.719 0.381 -0.740
O 6.472 1.004 0.321
O 5.677 0.416 -1.559
O 7.739 -0.235 -1.121
H 5.162 0.947 -0.918
C -6.106 -5.480 3.420
C -4.656 -5.832 3.160
O -4.571 -7.103 2.532
H -6.578 -6.236 4.056
H -6.189 -4.505 3.908
H -6.672 -5.454 2.483
H -4.099 -5.879 4.101
H -4.181 -5.088 2.514
H -5.062 -7.049 1.694
Na -5.072 3.219 -1.568
Cs -4.172 -8.279 4.222
O 3.719 -0.711 2.442
H 3.537 0.134 2.811
Cs 6.628 2.816 0.471
```

Values from the calculation:
- charge = +1
- gap between HOMO and LUMO (eV) = 1.9
- E_HOMO (eV) = -6.273


In eV, the total energy values for the records above are, in order, -7418.2929 -121067.6439 -9611.7673 -239558.2442.